Record 1
ORCA calculation (ωB97M-V/def2-TZVPD) on a 2-piece molecular cluster, C4H7FN3O overall.

```
16
Properties=species:S:1:pos:R:3
C -0.77 -2.10 -0.92
C -1.72 2.94 1.83
C -0.50 2.47 1.70
C 1.07 -0.80 -0.73
N -0.07 -3.16 -0.92
N -0.20 -0.83 -0.77
N 1.91 0.21 -0.70
O -2.76 3.27 2.17
F 0.09 2.01 0.53
H -1.79 -1.89 -0.91
H 0.24 2.59 2.48
H 1.52 -1.77 -0.73
H -0.47 -4.12 -0.87
H -0.86 0.00 -0.61
H 2.94 0.01 -0.79
H 1.38 1.20 -0.77
```

Summary:
Net charge = +1
Multiplicity = 1
LUMO energy = -3.98 eV
Strongest force on any atom = 4.1 eV/Å

Record 2
ORCA calculation (ωB97M-V/def2-TZVPD) on a 2-piece molecular cluster, C2H3NO3 overall.

```
9
Properties=species:S:1:pos:R:3
O 1.86 -0.19 0.80
C 2.39 -0.79 -0.05
O 2.93 -1.43 -0.84
C -1.35 -0.01 0.10
N -0.75 1.26 0.44
O -0.33 1.93 -0.47
H -2.46 0.09 0.52
H -0.87 -0.89 0.41
H -1.43 0.02 -0.90
```

Summary:
Multiplicity = 1
LUMO energy = 0.05 eV
SMILES = O=C=O.CN=O
Strongest force on any atom = 4.2 eV/Å

Record 3
ORCA calculation (ωB97M-V/def2-TZVPD) on C9H21ClN3O3Zr as an isolated structure.

```
38
Properties=species:S:1:pos:R:3
Zr -2.58 0.01 -0.44
Cl -0.65 -1.27 0.60
C -3.65 3.60 1.69
C -2.80 2.39 1.97
O -2.78 1.39 1.17
N -1.99 2.47 2.99
C -0.91 1.55 3.33
H -3.07 4.50 1.86
H -4.55 3.54 2.32
H -4.07 3.54 0.69
H -2.04 3.30 3.57
H -1.12 0.63 2.80
H -0.95 1.28 4.38
H 0.10 1.87 3.05
C 3.36 -6.22 -2.67
C 2.42 -5.18 -2.00
O 2.01 -4.23 -2.65
N 2.17 -5.32 -0.69
C 1.51 -4.34 0.15
H 2.72 -6.83 -3.30
H 3.88 -6.84 -1.94
H 4.06 -5.58 -3.19
H 2.68 -6.03 -0.17
H 0.85 -4.74 0.91
H 0.99 -3.57 -0.41
H 2.34 -3.84 0.67
C 1.41 1.50 -0.70
C 0.09 2.18 -1.01
O -0.99 1.53 -0.86
N 0.17 3.45 -1.33
C -0.99 4.26 -1.76
H 1.56 0.75 -1.48
H 1.36 1.03 0.27
H 2.24 2.20 -0.73
H 1.10 3.82 -1.45
H -1.46 4.66 -0.87
H -1.70 3.59 -2.25
H -0.72 4.97 -2.53
```

Summary:
Net charge = +3
Multiplicity = 1
LUMO energy = -14.07 eV
Strongest force on any atom = 7.9 eV/Å

Record 4
ORCA calculation (ωB97M-V/def2-TZVPD) on an isolated ion of composition C4H10NO3 and charge +1.

```
18
Properties=species:S:1:pos:R:3
C 0.49 -0.17 -1.35
C -0.71 -0.03 0.84
C -0.34 0.80 -0.37
C 1.90 -0.86 0.53
N -1.98 -0.87 0.61
O 1.36 -1.02 -0.69
O 0.42 1.88 0.01
O 2.33 0.23 1.12
H 0.00 -0.96 -2.00
H 1.11 0.57 -1.99
H -0.78 0.76 1.57
H -1.17 1.25 -0.89
H 2.28 -1.70 1.01
H -2.94 -0.47 0.72
H -2.02 -1.64 1.30
H -1.90 -1.15 -0.43
H 0.23 2.46 -0.72
H 1.74 0.91 0.73
```

Summary:
Net charge = +1
Multiplicity = 1
LUMO energy (alpha / beta) = -3.87 / -3.87 eV
Strongest force on any atom = 4.6 eV/Å

Question: Which formula does entry 1 have?
Answer: C4H7FN3O